w | Computed, not measured: a cluster of 2 separate species, C4H2F2 in total, with ωB97M-V/def2-TZVPD.

```
! RIJCOSX wB97M-V def2-TZVPD def2/J DEFGRID3
* xyz 0 1
C -0.11 -1.09 -2.00
F 1.11 -0.55 1.61
C -0.11 0.00 -1.32
C 0.36 0.58 1.92
H -0.48 -2.14 -1.75
C -0.10 1.05 -0.59
H 0.09 2.04 -0.30
F -0.75 0.09 2.43
*
```

Summary:
Kohn-Sham gap (alpha / beta)	0.260 / 0.257	Eh

***

x | Computed, not measured: the molecule C4H2F2, with ωB97M-V/def2-TZVPD.

```
! RIJCOSX wB97M-V def2-TZVPD def2/J DEFGRID3
* xyz 0 1
C 1.11 2.25 -0.03
C 0.50 -0.39 0.00
F -1.65 -0.51 -1.08
H 0.98 -0.76 -0.90
F -1.64 -0.44 1.09
H 0.97 -0.75 0.92
C -0.90 -0.54 0.01
C 0.63 1.15 -0.01
*
```

Summary:
Kohn-Sham gap (alpha / beta)	0.265 / 0.233	Eh

***

So which one is most stable? That would be x, about 26.2 kcal/mol below the next structure.

***

w | Computed, not measured: a cluster of 2 separate species, C8H8N4O4 in total, with ωB97M-V/def2-TZVPD.

```
! RIJCOSX wB97M-V def2-TZVPD def2/J DEFGRID3
* xyz 0 1
O 2.48 2.70 0.00
O -0.55 1.14 0.21
C 1.87 -0.92 0.07
N -2.98 1.32 -0.06
C -2.86 -1.39 -0.07
O 0.79 -1.55 0.16
H 4.76 1.53 0.27
N 1.73 0.44 -0.02
H 0.87 0.84 -0.05
H 5.19 -0.68 -0.27
H -2.94 2.44 -0.05
N -1.80 -0.71 -0.13
O -5.20 1.32 -0.12
H 3.21 -2.48 -0.06
H -2.71 -2.45 -0.11
C 4.22 -0.39 -0.10
C -4.08 -0.79 0.20
C -4.21 0.64 0.01
C 2.64 1.47 0.03
H -0.95 -1.35 -0.23
C -1.75 0.72 -0.02
C 3.23 -1.39 -0.11
H -4.91 -1.39 0.42
N 3.96 0.94 0.03
*
```

Summary:
SMILES	O=c1cc[nH]c(=O)[nH]1.O=c1cc[nH]c(=O)[nH]1
Kohn-Sham gap	0.337	Eh

***

x | Computed, not measured: a structure of composition C8H8N4O4, with ωB97M-V/def2-TZVPD.

```
! RIJCOSX wB97M-V def2-TZVPD def2/J DEFGRID3
* xyz 0 1
C -3.65 -0.16 -0.45
H -4.79 1.53 -0.09
C -2.30 -0.66 -0.37
H 2.79 1.06 -1.06
C -2.96 2.26 -0.54
H 3.60 1.35 1.27
H -0.73 2.04 -1.15
C 2.67 0.28 -0.31
O 3.69 -0.61 2.97
C 3.12 0.46 0.93
C 2.02 -1.99 0.15
N 2.47 -1.82 1.41
H -2.02 -1.68 -0.53
N 2.08 -0.89 -0.72
N -1.68 1.63 -0.34
N -3.88 1.25 -0.25
H -4.64 -0.68 -0.70
H 2.39 -2.61 2.02
O -0.04 0.23 -0.77
O -3.16 3.41 -0.92
C -1.27 0.37 -0.53
O 1.52 -3.03 -0.27
C 3.10 -0.67 1.89
H 1.67 -1.06 -1.61
*
```

Summary:
Kohn-Sham gap	0.306	Eh

***

So which one is most stable? That would be w, about 20.9 kcal/mol below the next structure.

***

w | Computed, not measured: the molecule C3H3NO2S2, with ωB97M-V/def2-TZVPD.

```
! RIJCOSX wB97M-V def2-TZVPD def2/J DEFGRID3
* xyz 0 1
C -0.03 0.46 -0.23
H -0.71 -2.77 0.42
H 1.85 1.45 -0.78
C 0.07 -1.78 0.33
O -0.64 -0.71 -0.27
O 1.16 -1.66 0.88
H -2.61 2.57 0.95
N -0.63 1.47 0.18
S -2.10 1.19 0.92
C 1.40 0.53 -0.86
S 2.24 -0.75 -1.54
*
```

Summary:
SMILES	O=CO/C(C=S)=N\S
Kohn-Sham gap	0.289	Eh

***

x | Computed, not measured: the molecule C3H3NO2S2, with ωB97M-V/def2-TZVPD.

```
! RIJCOSX wB97M-V def2-TZVPD def2/J DEFGRID3
* xyz 0 1
H 3.04 1.78 -0.03
H -2.18 -2.06 -0.42
C -2.09 -1.00 -0.05
O -3.01 -0.21 0.43
O 2.00 1.74 0.23
C -0.09 0.50 0.12
N -0.69 -0.78 -0.04
C 1.50 0.52 0.23
S -0.86 1.92 -0.10
H -0.05 -1.52 -0.44
S 2.42 -0.90 0.06
*
```

Summary:
SMILES	O=CNC(=S)C(O)=S
Kohn-Sham gap	0.265	Eh

***

So which one is most stable? That would be x, about 25.8 kcal/mol below the next structure.